Entry 1:
115
Properties=species:S:1:pos:R:3 method="wB97M-V/def2-TZVPD" gap_ev="7.08 / 7.31" homo_ha="-0.3913 / -0.4100" charge=+1 multiplicity=3 relative_energy_kj_mol=18.1
W -0.00738 0.10890 -0.25970
C 3.11724 0.56765 -4.88836
C 1.67341 0.59020 -4.36271
C 1.37814 -0.73264 -3.66259
C 1.41326 1.92757 -3.66284
C 1.24479 2.97975 -4.56424
C 1.08620 4.28310 -4.14791
C 1.16536 4.56469 -2.79692
C 1.35283 3.56147 -1.85121
C 1.55739 4.05363 -0.42004
C 2.83721 3.56854 0.26026
C 0.34072 3.76747 0.44648
C 1.38287 2.22046 -2.28834
N 1.50027 1.12842 -1.33439
C 2.80808 0.67796 -1.26364
O 3.79001 1.23637 -1.69855
C 2.90964 -0.66551 -0.61732
C 4.07934 -1.33944 -0.33271
C 3.98551 -2.60320 0.24333
C 2.73707 -3.14352 0.52484
C 1.61897 -2.39552 0.21003
N 1.71814 -1.20494 -0.37219
C 0.20272 -2.80338 0.45077
O -0.07860 -3.89715 0.88840
N -0.67334 -1.81462 0.06608
C -1.99236 -2.35266 -0.20448
C -2.17156 -3.06499 -1.40020
C -3.42381 -3.60788 -1.65811
C -4.46822 -3.45552 -0.76170
C -4.25438 -2.79410 0.43282
C -3.00881 -2.25411 0.74643
C -2.78296 -1.69417 2.13317
C -2.80876 -2.83944 3.15015
C -3.79660 -0.61076 2.50152
C -1.04607 -3.31931 -2.38878
C -1.40947 -2.89778 -3.81386
C -0.64450 -4.79886 -2.35917
H 3.28941 -0.33758 -5.47318
H 3.82519 0.58786 -4.05948
H 3.32273 1.42764 -5.52416
H 1.01913 0.61688 -5.24049
H 2.17912 -1.02817 -2.98584
H 1.31285 -1.51521 -4.42008
H 0.43947 -0.73212 -3.10668
H 1.23916 2.75395 -5.62406
H 0.94313 5.07685 -4.86869
H 1.11505 5.59282 -2.46108
H 1.64784 5.13832 -0.50750
H 2.75232 2.52980 0.58583
H 3.02608 4.16731 1.15326
H 3.70074 3.63561 -0.39847
H 0.25743 2.68274 0.53244
H -0.56581 4.16719 -0.00268
H 0.44592 4.17688 1.44966
H 5.02378 -0.87170 -0.57295
H 4.88326 -3.16049 0.47387
H 2.60324 -4.11555 0.97849
H -3.58335 -4.16986 -2.56960
H -5.43867 -3.88090 -0.98086
H -5.05776 -2.72306 1.15426
H -1.78346 -1.26369 2.16448
H -3.79163 -3.31403 3.16998
H -2.59483 -2.46063 4.14984
H -2.06878 -3.60085 2.89960
H -4.80723 -1.01780 2.54997
H -3.79103 0.20716 1.77922
H -3.56407 -0.19003 3.48105
H -0.17644 -2.72868 -2.08942
H -2.30063 -3.41429 -4.17106
H -0.59476 -3.14297 -4.49633
H -1.59155 -1.82323 -3.89086
H -1.46129 -5.42477 -2.72279
H -0.40130 -5.12082 -1.34729
H 0.21999 -4.97240 -3.00258
O 1.08268 0.28169 1.68558
C 0.34584 0.79918 2.83956
C -1.00199 1.30299 2.28010
O -1.78468 1.91792 2.94053
O -1.26693 0.92260 1.01919
C 0.10877 -0.33394 3.83404
C 0.68072 -1.58635 3.66449
C 0.50748 -2.56783 4.63171
C -0.22738 -2.29749 5.77354
C -0.80163 -1.04385 5.94239
C -0.63804 -0.06386 4.97770
C 1.21734 1.87228 3.48515
C 2.52996 1.50143 3.78728
C 3.41199 2.41740 4.33608
C 2.98172 3.70581 4.61967
C 1.66870 4.06379 4.35851
C 0.78498 3.15506 3.79093
H 1.95859 0.70238 1.67208
H 1.27303 -1.80278 2.78665
H 0.94769 -3.54521 4.48546
H -0.35799 -3.06064 6.52856
H -1.37747 -0.82532 6.83158
H -1.08088 0.91387 5.11590
H 2.85703 0.47857 3.62890
H 4.42648 2.11800 4.56158
H 3.66337 4.42143 5.05864
H 1.32228 5.06064 4.59686
H -0.23791 3.44501 3.60462
C -1.64971 1.25673 -3.60486
P -1.93187 0.82881 -1.86514
C -3.43929 -0.17295 -1.97077
C -2.61263 2.38206 -1.21101
H -2.62431 1.44978 -4.05592
H -1.16373 0.44825 -4.14763
H -1.03748 2.15192 -3.67768
H -4.18656 0.44916 -2.46699
H -3.79862 -0.45086 -0.98155
H -3.28441 -1.07647 -2.55062
H -2.97105 2.22456 -0.19536
H -3.43870 2.68919 -1.85382
H -1.86101 3.16822 -1.20606



Entry 2:
116
Properties=species:S:1:pos:R:3 method="wB97M-V/def2-TZVPD" gap_ev=4.54 homo_ha=-0.0334 charge=-2 multiplicity=3
Ti -18.54408 -12.27994 -3.32598
C -21.41271 -13.40274 2.18833
C -21.34047 -12.72704 0.81357
C -20.28397 -11.60741 0.85514
C -21.44514 -13.70663 -0.32060
C -22.68558 -14.39098 -0.24901
C -22.93837 -15.57435 -0.90203
C -22.00292 -15.95961 -1.88401
C -20.91058 -15.19072 -2.20470
C -20.06293 -15.53367 -3.42072
C -19.28597 -16.88448 -3.22104
C -20.93975 -15.43536 -4.64923
C -20.58098 -14.07559 -1.42803
N -19.35768 -13.30316 -1.58176
C -18.40713 -13.63603 -0.59181
O -18.60180 -14.48338 0.30699
C -17.19134 -12.89652 -0.81158
C -16.13924 -12.82448 0.07708
C -14.93596 -12.15776 -0.25255
C -14.73323 -11.83059 -1.57523
C -15.78625 -11.88239 -2.52357
N -16.96991 -12.48563 -2.08788
C -15.78794 -11.66220 -3.99865
O -14.91737 -11.05474 -4.60426
N -16.84406 -12.26958 -4.64470
C -16.60920 -12.89074 -5.90956
C -15.96545 -14.18143 -5.91493
C -15.87527 -14.83479 -7.13649
C -16.37600 -14.26429 -8.30187
C -16.98418 -13.01047 -8.30098
C -17.18090 -12.29864 -7.11758
C -17.69709 -10.85961 -7.25927
C -16.85318 -9.81995 -6.56405
C -19.25276 -10.81609 -6.98589
C -15.25045 -14.82122 -4.65204
C -13.73699 -14.52408 -4.75054
C -15.47523 -16.42850 -4.59224
H -21.84467 -12.75290 2.97963
H -22.06324 -14.26720 2.20797
H -20.42887 -13.77302 2.50441
H -22.28484 -12.13520 0.69519
H -19.47301 -11.90973 1.47804
H -19.87027 -11.39481 -0.13738
H -20.74776 -10.72354 1.23864
H -23.44460 -14.03331 0.45666
H -23.90743 -16.10944 -0.80196
H -22.22830 -16.75992 -2.57759
H -19.29182 -14.73111 -3.43584
H -19.95155 -17.72943 -3.00106
H -18.77469 -17.18744 -4.15841
H -18.60228 -16.79707 -2.39486
H -21.42626 -16.42043 -4.85374
H -21.69660 -14.67971 -4.47818
H -20.34648 -15.14279 -5.54006
H -16.21507 -13.41170 1.03050
H -14.17556 -12.02117 0.52356
H -13.85057 -11.31027 -1.88197
H -15.47712 -15.84510 -7.06698
H -16.28764 -14.78278 -9.26230
H -17.49535 -12.67189 -9.22892
H -17.62749 -10.62573 -8.34679
H -15.94941 -9.43778 -7.13794
H -17.46025 -8.96634 -6.29772
H -16.40446 -10.23417 -5.69227
H -19.68446 -9.76193 -7.20486
H -19.70250 -11.52871 -7.71406
H -19.53390 -11.17385 -5.98515
H -15.73426 -14.40574 -3.69264
H -13.16001 -15.23804 -5.39636
H -13.54583 -13.54038 -5.11387
H -13.33831 -14.53285 -3.73144
H -14.62529 -16.99567 -5.04240
H -15.49737 -16.77727 -3.53788
H -16.40849 -16.75219 -5.12290
C -25.47119 -12.12041 -3.69097
O -24.83701 -10.87834 -4.10879
C -23.55422 -10.72128 -3.73391
C -23.16219 -9.43737 -3.33866
C -21.85116 -9.19201 -2.96285
C -20.79548 -10.08057 -3.20890
C -19.41340 -9.76338 -2.96813
C -19.09226 -8.60498 -2.17966
O -18.43816 -10.47729 -3.51719
C -21.23512 -11.37851 -3.72274
O -20.37061 -12.34742 -4.10912
C -22.58620 -11.68284 -3.97443
H -26.35806 -12.21838 -4.27212
H -25.72166 -12.03778 -2.67996
H -24.88242 -13.08635 -3.85483
H -23.88224 -8.66330 -3.36485
H -21.70072 -8.22600 -2.44413
H -19.92030 -8.42758 -1.46054
H -19.05019 -7.60782 -2.67415
H -18.17052 -8.74994 -1.65744
H -22.97004 -12.56585 -4.41420
C -17.53580 -7.03101 2.12787
S -19.28812 -7.16743 2.59839
C -19.29485 -6.52668 4.31514
H -17.38553 -6.01302 1.70212
H -17.32393 -7.84363 1.38751
H -16.94422 -7.17545 3.04214
H -18.88215 -5.52529 4.29500
H -18.77359 -7.17723 5.00534
H -20.36242 -6.57456 4.63219
Te -14.09179 -6.95035 -3.18039
C -13.84254 -6.11935 -5.09632
C -14.52313 -4.98948 -5.58683
C -14.40640 -4.66056 -6.91428
C -13.63128 -5.41144 -7.81643
C -13.00666 -6.57363 -7.34125
C -13.03964 -6.85533 -6.01470
H -15.24721 -4.45736 -4.94812
H -14.89161 -3.76155 -7.27710
H -13.55620 -5.13865 -8.83545
H -12.47054 -7.23101 -8.03228
H -12.54136 -7.68324 -5.59947



no.,molar mass (g mol⁻¹),F_max (eV/Å)
1,970.81,0.3
2,963.53,4.5